1.
DFT (wB97M-V/def2-TZVPD) results for a molecular structure, C18H43FeN6O7.

XYZ file:
```
75
Properties=species:S:1:pos:R:3:forces:R:3
Fe 2.1903 -0.0581 -0.7718 -1.8707 -0.8821 1.1367
O 0.3664 0.2116 -0.4184 1.8206 -0.5239 -0.8245
H -0.4310 0.5971 -0.0293 0.6547 -0.0228 -0.0593
C 3.1619 -0.8329 2.1981 0.1470 -0.4067 1.0433
O 2.4591 -0.8776 1.1717 0.0990 0.3480 -1.0663
N 3.6671 -1.9074 2.7877 -0.1892 0.2561 -0.7843
C 4.3748 -1.8660 4.0629 0.2992 -0.5624 -0.4590
C 3.5321 -3.2240 2.1638 0.2575 -0.1433 0.6538
H 3.3401 0.0945 2.7530 0.0104 0.1121 -0.2494
H 5.3122 -2.4032 3.9078 0.2072 0.3483 0.1078
H 3.8523 -2.4464 4.8234 -0.3191 0.2850 0.0181
H 4.5518 -0.8416 4.3707 -0.0061 0.0053 0.1019
H 2.9982 -3.8394 2.8910 -0.2492 -0.2023 -0.4003
H 3.0563 -3.1556 1.1951 -0.3263 0.0715 0.0683
H 4.5081 -3.6915 2.0189 0.1136 0.2415 0.0914
C 1.9501 4.5409 1.6745 0.1948 0.3520 -0.5665
O 2.6400 4.0940 0.7783 -0.2282 -0.1614 0.1044
N 1.2218 3.8077 2.5426 -0.6973 -0.1954 0.1321
C 0.5860 4.3897 3.7137 0.4469 0.1572 -0.3602
C 1.0481 2.3977 2.3404 0.0800 -0.6209 0.2201
H 1.8256 5.6295 1.8117 0.1743 -0.0940 0.2488
H 0.8948 3.8445 4.6077 -0.0829 -0.0423 0.0067
H -0.5013 4.3844 3.6348 -0.0237 0.0269 0.0235
H 0.9648 5.4062 3.8072 -0.2712 0.0831 0.0999
H 0.0141 2.0629 2.1883 -0.1733 0.5364 0.1327
H 1.5801 2.0747 1.4480 0.3367 0.0939 0.1866
H 1.3878 1.8782 3.2445 0.1743 -0.2272 -0.2279
C 2.0889 -3.0154 -2.3818 1.7926 -0.7857 1.0844
O 2.2300 -2.0692 -1.5010 -0.5604 1.1825 -0.0607
N 0.9302 -3.1258 -3.2245 -1.5820 0.6814 -1.4440
C 1.0683 -3.7578 -4.5239 -0.6785 -0.1542 0.9681
C -0.2548 -2.3184 -3.0407 0.6372 0.3309 0.3369
H 2.8726 -3.7344 -2.5977 -0.1639 0.1286 0.0588
H 1.0557 -2.9821 -5.2936 0.4824 -0.0225 -0.0912
H 0.1485 -4.3304 -4.6824 0.0645 -0.0906 -0.0643
H 1.9178 -4.4288 -4.5040 0.1956 0.1868 -0.3499
H -1.1546 -2.9264 -2.9420 -0.0244 -0.0792 -0.0857
H -0.1252 -1.6730 -2.1751 -0.0316 -0.2260 0.1169
H -0.3376 -1.6638 -3.9148 -0.2350 -0.1303 -0.0940
C -1.3189 3.5227 -0.5162 -0.4464 0.3995 -0.7590
O -1.2524 4.5380 -1.1836 0.2908 -0.0912 0.3020
N -2.3935 3.1684 0.2268 1.0967 -0.1908 0.0614
C -2.5497 1.8218 0.7375 -0.4750 0.5523 0.8168
C -3.5094 4.0637 0.3536 -0.7683 0.5251 -0.3384
H -0.5097 2.7755 -0.5475 -0.0057 -0.1268 0.2185
H -1.7465 1.1404 0.4716 -0.3977 0.1719 -0.6426
H -3.5394 1.5141 0.3956 0.2731 -0.7676 0.1422
H -2.4958 1.7665 1.8314 -0.4442 0.2604 -0.0061
H -3.3534 4.9933 -0.1885 0.5400 -0.0877 0.0081
H -4.4041 3.6501 -0.1243 -0.0209 -0.2658 0.3448
H -3.7125 4.3349 1.3905 -0.0619 -0.2768 0.0574
C -1.9464 -1.7030 1.2809 0.0570 0.0178 -0.1807
O -2.8793 -1.3113 1.9522 0.1371 -0.0077 -0.0644
N -1.3198 -2.8884 1.3975 0.5350 -0.4917 0.5904
C -0.2128 -3.3137 0.5431 -1.0805 0.5882 0.0787
C -1.8359 -3.9303 2.2839 -0.3083 0.1573 -0.5427
H -1.5029 -1.1124 0.4584 -0.0521 0.0472 0.0683
H -0.6101 -4.1155 -0.0862 0.5051 -0.1294 -0.1559
H 0.5981 -3.6583 1.1768 0.1812 -0.1760 -0.1182
H 0.1301 -2.4716 -0.0643 -0.0190 -0.1838 0.1075
H -2.5051 -4.5519 1.6815 -0.1311 -0.1425 0.2947
H -1.0362 -4.5692 2.6533 0.1548 0.1659 0.0220
H -2.3829 -3.4943 3.1133 -0.0380 0.0634 -0.0404
C -2.3508 0.1615 -2.6933 0.3529 1.0179 -0.3798
O -3.3451 -0.5266 -2.7157 -0.0642 -0.2979 0.0612
N -2.1362 1.2863 -3.4493 -0.2862 -0.8178 0.5281
C -0.8238 1.8676 -3.4913 1.3372 0.0939 -0.3122
C -3.1310 1.6404 -4.4512 -0.2414 0.1435 0.6354
H -1.4848 -0.0373 -2.0321 -0.1579 -0.0019 0.0060
H -0.6548 2.8863 -3.1298 -0.9304 0.1518 -0.0523
H -0.4406 1.8421 -4.5163 0.0137 -0.0320 -0.0091
H -0.1179 1.2999 -2.8751 -0.2421 -0.3077 -0.0915
H -4.0751 1.2219 -4.1090 -0.0456 0.0490 -0.0918
H -3.2208 2.7252 -4.4730 0.0355 -0.0118 -0.2900
H -2.9218 1.2188 -5.4359 0.2315 0.1476 -0.0219
```
Forces are in eV/Å.

Output
LUMO energy (alpha / beta), eV: -2.03 / -6.53
Strongest force on any atom, eV/A: 2.360
Net charge: +1
Multiplicity: 9
HOMO-LUMO gap (alpha / beta), eV: 7.227 / 4.750
Calculated total energy, a.u.: -2830.08221
HOMO level (alpha / beta), eV: -9.3 / -11.3
Energy above the lowest of the compared OMol25 structures with the same formula, charge and spin, kcal/mol: 0.0

2.
DFT (wB97M-V/def2-TZVPD) results for 5 unconnected molecules or ions with the total composition C18H44BIN2O8PS4.

XYZ file:
```
79
Properties=species:S:1:pos:R:3:forces:R:3
C 0.5370 -3.1112 4.0640 -0.6061 -1.6291 0.0094
O -0.4409 -2.1221 3.6994 1.6886 0.4111 0.5761
C -0.2130 -0.8466 4.3351 -0.2301 1.2562 1.1460
C -0.6006 0.4248 3.4284 -1.2922 0.1069 0.3442
C -0.8692 0.1038 1.8886 -1.2204 0.6735 0.7535
B 0.4433 -0.0107 0.9151 -0.9545 -1.1778 -0.3250
C 0.8940 -1.6259 0.8723 -0.8803 -1.3970 -0.8290
C 1.4760 -2.0701 -0.5424 3.0485 2.2006 0.2400
O 2.4703 -1.5564 -1.0853 -3.4352 -1.9453 1.7211
I 0.4024 -3.6698 -1.6285 0.3556 0.2248 0.3283
P -0.2607 0.3430 -0.8891 -1.5772 -1.0002 0.4707
N -1.4752 -0.6636 -1.2221 0.4919 0.1132 -0.1657
N 1.5774 0.9627 1.1107 0.8564 1.5466 1.8115
C 2.6339 0.6221 2.0295 2.2528 -0.2761 1.8321
C 4.0617 0.2281 1.3800 -0.5837 0.9959 -0.0238
O 2.6133 0.6330 3.2830 -0.7489 0.2369 -3.4128
C 1.3303 2.3666 0.8897 1.9908 2.0935 -2.1437
C 0.2165 3.2834 1.5699 -0.1348 0.4322 -0.5164
O 2.0605 2.9543 0.0352 -1.9690 -1.5891 2.6290
H 1.2435 -2.8056 4.8973 -0.7412 -0.0623 -1.1605
H 1.1001 -3.5018 3.1394 -0.6192 0.8383 1.3263
H -0.0419 -4.0277 4.4582 0.8144 1.2443 -0.4829
H 0.8476 -0.7130 4.7517 -1.2456 -0.4695 -0.9637
H -0.8949 -0.8274 5.2668 0.9216 0.0521 -1.2231
H -1.6057 0.7980 3.8551 1.4001 -0.4963 -0.6035
H 0.1099 1.3134 3.5842 -0.7126 -1.6918 -0.2137
H -1.5756 -0.8029 1.8450 1.1121 1.2980 -0.0399
H -1.5082 0.9766 1.4822 0.7096 -1.1682 0.7544
H -0.0954 -2.1985 0.9913 1.6059 0.7150 -0.0873
H 1.5344 -1.9326 1.7600 -0.3092 0.2758 -1.3596
H 0.8049 0.3275 -1.8543 -0.5130 0.3999 0.2176
H -0.8061 1.6752 -0.8898 0.7490 -0.0564 -0.4212
H -1.6068 -1.3120 -0.4364 0.0807 0.3424 -0.3861
H 4.5246 -0.6834 1.8710 -0.8304 0.9961 -0.6758
H 4.7571 1.1106 1.6331 -1.0402 -1.1976 -0.4120
H 3.9484 0.1598 0.2556 0.2754 -0.1892 1.4360
H 0.2318 3.2811 2.7037 -0.2024 -0.4474 -1.3680
H -0.8154 3.0409 1.1279 1.4887 0.0421 0.9914
H 0.4081 4.3733 1.2575 0.0305 -1.7505 0.2603
C -0.7891 -3.9188 -5.4386 0.0575 0.0622 -0.0299
S -1.8039 -5.3397 -4.9821 0.2331 0.0184 0.2565
O -1.0510 -6.1162 -3.9523 -0.1785 0.1621 -0.4361
C -1.6213 -6.2089 -6.5549 0.0754 -0.0964 -0.1006
H -0.7293 -3.2473 -4.5811 -0.0654 -0.1100 0.0154
H 0.2145 -4.2509 -5.7104 -0.0542 -0.0800 0.0687
H -1.2525 -3.3954 -6.2769 -0.0607 -0.0510 0.0392
H -0.5649 -6.3957 -6.7562 -0.0189 0.0366 0.0867
H -2.0560 -5.6077 -7.3554 -0.0116 0.0140 0.0665
H -2.1514 -7.1595 -6.4879 0.0095 0.0901 0.0900
C -5.3800 -2.6841 -1.9979 -0.2437 -0.1471 0.1155
S -4.5276 -1.3563 -1.1170 0.5113 0.1075 0.0643
O -4.1704 -1.8763 0.2362 -0.4097 0.0426 -0.3770
C -5.9841 -0.3043 -0.9242 -0.2618 -0.0979 0.1383
H -4.6639 -3.4828 -2.1935 0.0574 0.1379 0.0660
H -6.1987 -3.0717 -1.3876 0.0299 0.0102 0.0173
H -5.7653 -2.3029 -2.9453 0.0601 0.0428 0.0294
H -6.7646 -0.8427 -0.3821 0.0347 -0.0087 0.0113
H -6.3486 -0.0041 -1.9082 0.0788 -0.0190 0.0030
H -5.6960 0.5825 -0.3591 0.1160 -0.1092 -0.0488
C 1.8379 2.1107 -3.8475 0.0381 -0.0170 -0.0437
S 0.6383 3.3623 -4.3528 -0.1670 -0.2655 0.1753
O -0.7176 2.7421 -4.2787 0.4373 0.1898 -0.1937
C 1.1267 3.3894 -6.0920 -0.0012 -0.0534 -0.1604
H 1.6945 1.9004 -2.7879 -0.0175 0.1601 -0.0749
H 1.6859 1.1951 -4.4222 -0.1023 0.0610 0.0044
H 2.8487 2.4906 -4.0066 -0.0568 0.0700 0.0138
H 1.0188 2.3929 -6.5242 -0.0307 0.0083 0.0884
H 2.1621 3.7247 -6.1740 -0.0350 0.0040 0.0558
H 0.4776 4.0871 -6.6224 -0.0026 -0.0282 0.1209
C 2.9560 4.0533 6.6888 0.0481 -0.1563 0.0169
S 1.9169 5.1470 5.6969 -0.1986 -0.1986 -0.1317
O 0.6205 4.4440 5.4642 0.4355 0.1853 0.0539
C 2.8926 5.0008 4.1842 0.0242 -0.0948 -0.0926
H 2.5132 3.9627 7.6811 -0.0525 0.0792 -0.1022
H 3.0085 3.0674 6.2230 -0.0740 0.0631 -0.0553
H 3.9559 4.4820 6.7762 -0.0543 0.0409 -0.0234
H 2.9509 3.9545 3.8774 -0.0758 0.0012 0.0686
H 3.8944 5.3978 4.3578 -0.0516 0.0161 0.0465
H 2.4055 5.5811 3.3999 -0.0485 -0.0222 0.1236
```
Forces are in eV/Å.

Output
LUMO energy, eV: 2.19
Strongest force on any atom, eV/A: 4.307
Net charge: -1
HOMO-LUMO gap, eV: 6.503
Calculated total energy, a.u.: -3680.15725
HOMO level, eV: -4.3

3.
DFT (wB97M-V/def2-TZVPD) results for 8 unconnected molecules or ions with the total composition C18H44O12S6.

XYZ file:
```
80
Properties=species:S:1:pos:R:3:forces:R:3
C -3.6632 3.4647 1.3017 0.6615 1.7626 -0.3384
C -3.3728 2.5606 2.4755 0.3842 0.7922 0.7010
O -4.2097 1.4312 2.2447 0.5238 0.0028 0.0443
C -4.7721 1.5303 1.0271 0.1915 0.6901 -0.2610
O -5.4673 0.7063 0.5479 -0.4794 -0.7260 -0.4040
O -4.4486 2.7001 0.4075 -0.5330 -0.4895 0.7777
H -2.8458 3.8721 0.7044 0.4356 -0.6242 0.4255
H -4.1257 4.3727 1.7155 -0.8692 -0.3241 -0.5678
H -3.6816 3.0690 3.3917 -0.2567 -0.3143 0.0446
H -2.3116 2.3564 2.5984 -0.1376 -0.6979 -0.4002
C 3.2171 0.0679 2.3042 0.0326 -0.8173 -0.5280
C 4.0661 -1.0679 1.6826 -0.3167 0.6150 1.0832
O 5.3450 -0.4629 1.5209 0.6275 0.1498 -0.4069
C 5.3436 0.8276 1.9419 -0.5320 -0.6747 0.1391
O 6.2673 1.5682 1.9376 0.4658 0.0617 -0.2678
O 4.1257 1.1490 2.3847 -0.4253 0.7993 0.2876
H 2.8893 -0.2423 3.2910 -0.0755 0.3250 0.0728
H 2.3669 0.3295 1.6780 0.0252 0.1563 0.1249
H 3.6960 -1.4215 0.7267 0.0482 -0.1866 0.0390
H 4.1416 -1.8233 2.4629 0.1235 -0.5043 -0.5346
C 5.0712 0.9638 -1.8862 -0.9651 -0.3095 -1.2408
S 3.8829 -0.4314 -1.8700 0.3437 -0.1966 0.5776
O 2.5188 0.0728 -1.4650 1.0804 -0.0684 -0.5783
C 3.9545 -0.8283 -3.6229 0.3152 -0.6070 -0.4462
H 4.5939 1.7427 -2.4856 -0.0254 0.2527 0.3431
H 5.9039 0.6195 -2.4977 0.2970 -0.0534 0.4711
H 5.3401 1.2847 -0.8877 0.0243 -0.0917 0.0635
H 3.6002 -1.8451 -3.8050 -0.5005 0.1292 0.4241
H 5.0137 -0.9428 -3.8707 0.0099 0.4596 0.0341
H 3.4460 -0.1609 -4.3160 0.0437 0.3230 0.2689
C 1.1111 2.5606 -0.6688 -0.4649 -0.1613 0.4301
S 0.1992 1.4867 0.4700 -1.2402 0.2826 -0.9046
O -1.1361 2.1921 0.5760 0.4269 0.1012 0.7122
C -0.2491 0.1293 -0.6199 0.4625 -0.3128 -0.3717
H 0.4267 2.7212 -1.5009 0.2459 -0.1306 -0.2440
H 2.0769 2.1300 -0.9209 -0.1756 0.1173 -0.1392
H 1.1842 3.5023 -0.1266 0.1910 -0.0286 0.0673
H -1.0935 0.4172 -1.2456 0.1442 0.5334 -0.0130
H -0.6098 -0.7261 -0.0496 0.3396 0.0330 0.2885
H 0.6314 -0.1150 -1.2185 -0.3811 -0.2949 0.1124
C -0.4691 -1.6491 5.7156 -0.1685 0.1823 0.8524
S 0.4409 -0.8604 4.4052 -0.2367 0.5687 0.0915
O 1.0724 -1.9623 3.6234 -0.0377 0.1224 -0.3570
C -0.9172 -0.0830 3.4699 0.3891 0.3046 0.3086
H -1.2854 -1.0453 6.1156 -0.0547 0.1700 -0.4097
H 0.2457 -1.6734 6.5404 0.0259 -0.5810 -0.0813
H -0.8420 -2.6297 5.4270 0.1808 -0.0441 -0.1155
H -1.6785 0.2673 4.1666 -0.1353 -0.3780 0.0366
H -1.3162 -0.7332 2.6949 -0.0467 -0.0542 0.0671
H -0.4884 0.8369 3.0719 0.0521 -0.2380 -0.4054
C -3.3087 -1.9524 -0.5005 0.7687 0.8593 -0.6318
S -2.9188 -2.1232 -2.2758 -0.9584 -0.1906 -0.0725
O -3.3136 -3.5269 -2.6174 0.2428 0.6445 0.0058
C -4.2404 -0.9794 -2.8558 -0.0636 -0.0945 -0.6228
H -4.2815 -2.4163 -0.3858 0.0925 -0.1444 0.4746
H -3.2889 -0.8984 -0.2150 -0.5125 0.0961 -0.2254
H -2.4584 -2.3477 0.0545 -0.3825 -0.7976 -0.0042
H -3.9649 0.0162 -2.5073 -0.2975 -0.0192 0.3034
H -5.2586 -1.2894 -2.6125 0.2462 -0.0208 0.8850
H -4.3340 -0.9121 -3.9453 0.8485 -0.3011 -0.0305
C 1.7271 -4.9467 3.1182 0.0741 0.9445 0.4319
S 0.4205 -5.0288 1.8515 -0.0817 0.1030 0.7877
O -0.8545 -4.7799 2.6148 0.6363 -0.0736 -0.5761
C 0.6853 -3.5360 0.8352 -0.9212 -0.0304 -0.1491
H 1.4167 -4.2194 3.8708 -0.4015 -0.0826 -0.1317
H 2.6930 -4.5466 2.8033 -0.0306 -0.4254 -0.5351
H 1.8271 -5.9132 3.6052 -0.0195 -0.1589 -0.3039
H 0.0701 -3.7866 -0.0334 0.2203 0.0485 -0.1818
H 1.6862 -3.2702 0.5054 0.1681 -0.3038 0.2409
H 0.1773 -2.6948 1.3059 0.3274 -0.0500 0.4079
C -1.9262 4.1877 -5.5544 1.3302 0.3392 -0.5950
S -1.7576 2.4637 -6.1429 -0.4646 -0.2938 -0.2263
O -0.4239 2.3755 -6.8098 -0.3229 0.2773 0.3280
C -1.5319 1.6440 -4.5409 0.0025 0.8306 0.4487
H -2.6281 4.4214 -4.7606 -0.0529 -0.3831 0.0856
H -2.0938 4.8422 -6.4132 -0.5694 -0.4233 -0.1697
H -0.8911 4.4746 -5.3280 -0.1401 -0.2117 0.6499
H -0.7932 2.2699 -4.0353 0.2515 -0.4087 0.1073
H -1.2016 0.6199 -4.6848 0.2038 0.0800 -0.2637
H -2.4222 1.6243 -3.9101 -0.2277 0.1648 -0.3104
```
Forces are in eV/Å.

Output
LUMO energy, eV: 0.11
Strongest force on any atom, eV/A: 1.913
HOMO-LUMO gap, eV: 8.833
Calculated total energy, a.u.: -4004.02837
HOMO level, eV: -8.7
Energy above the lowest of the compared OMol25 structures with the same formula, charge and spin, kcal/mol: 0.0

Which of these has the highest calculated total energy?
C18H43FeN6O7

What is the calculated total energy in the second record?
-3680.15725 a.u.